--- 1 ---
Molecular formula: C2H6N4O2
Method: DFT, ωB97M-V with the def2-TZVPD basis set

Positions of all 14 atoms, in Å:
O  -2.010  2.230  -1.575
O  1.245  -0.256  -2.235
N  1.644  -1.478  3.703
N  1.720  1.420  -0.703
N  -2.320  0.054  -1.265
N  -1.828  -0.898  -0.756
C  -2.325  1.132  -1.971
C  1.384  0.618  -1.495
H  2.530  -1.372  3.295
H  0.966  -0.957  3.172
H  -0.876  -1.163  -0.994
H  1.344  2.083  -0.056
H  1.371  -2.496  3.734
H  -2.845  1.082  -2.855

Summary:
**HOMO energy**: -0.3470 hartree
**HOMO-LUMO gap**: 9.130 eV
**SMILES**: [H]/N=N\C=O.N=C=O.N

Löwdin atomic charge list, values in e, 6 entries: 0.02, 0.14, 0.00, 0.22, 0.03, 0.17



--- 2 ---
Molecular formula: C2H6N4O2
Method: DFT, ωB97M-V with the def2-TZVPD basis set

Positions of all 14 atoms, in Å:
O  1.763  0.033  -2.270
O  -0.982  -1.606  -0.065
N  0.521  0.503  0.941
N  -0.288  -0.807  -0.905
N  1.396  0.808  -1.129
N  -1.807  0.352  1.324
C  0.479  0.150  -0.327
C  -0.600  0.559  1.684
H  2.354  -0.664  -1.876
H  2.154  1.178  -0.546
H  -0.431  0.936  2.709
H  -2.473  0.404  2.087
H  -1.706  -0.934  0.268
H  -0.381  -0.912  -1.895

Summary:
**HOMO energy**: -0.3400 hartree
**HOMO-LUMO gap**: 9.837 eV
**SMILES**: [H]/N=C/N=C(NO)NO

Löwdin atomic charge list, values in e, 6 entries: -0.05, -0.06, 0.09, 0.01, 0.01, 0.05



The structure with the greatest stability is 1.



--- 1 ---
Molecular formula: C4H8Cl4
Method: DFT, ωB97M-V with the def2-TZVPD basis set

Positions of all 16 atoms, in Å:
Cl  -2.283  1.310  2.004
Cl  -0.017  -0.408  -1.983
Cl  1.287  -0.846  0.970
Cl  -3.068  -1.451  0.119
C  -1.306  0.524  0.722
C  -1.434  -1.007  0.679
C  1.068  0.707  -1.094
C  2.142  -0.122  -0.398
H  2.944  0.526  -0.044
H  -1.729  0.982  -0.172
H  2.719  -0.909  -0.884
H  1.550  1.345  -1.834
H  0.386  1.355  -0.543
H  -1.247  -1.525  1.620
H  -0.711  -1.410  -0.030
H  -0.304  0.930  0.867

Summary:
**HOMO energy**: -0.3795 hartree
**HOMO-LUMO gap**: 10.826 eV
**SMILES**: ClCCCl.ClCCCl

Löwdin atomic charge list, values in e, 6 entries: 0.53, 0.64, 0.69, 0.55, -0.75, -0.78



--- 2 ---
Molecular formula: C4H8Cl4
Method: DFT, ωB97M-V with the def2-TZVPD basis set

Positions of all 16 atoms, in Å:
Cl  1.807  -4.276  -0.154
Cl  2.372  -1.401  1.550
Cl  -1.236  3.711  1.510
Cl  0.271  0.793  0.016
C  -0.836  2.047  -0.539
C  -1.833  2.446  0.458
C  1.614  -1.521  0.004
C  0.787  -2.799  -0.224
H  -0.287  2.794  -1.111
H  0.982  -0.637  -0.084
H  -1.979  1.665  1.204
H  -0.015  -2.808  0.515
H  2.399  -1.496  -0.752
H  0.170  -2.911  -1.115
H  -2.745  2.830  0.001
H  -1.471  1.562  -1.280

Summary:
**HOMO energy**: -0.3722 hartree
**HOMO-LUMO gap**: 10.683 eV

Löwdin atomic charge list, values in e, 6 entries: 0.52, 0.59, 0.57, 0.78, -0.63, -0.70



The structure with the greatest stability is 1.



--- 1 ---
Molecular formula: C10H18N3O
Method: DFT, ωB97M-V with the def2-TZVPD basis set

Positions of all 32 atoms, in Å:
O  -0.122  0.670  -0.027
N  -2.752  0.287  -0.595
N  -3.074  -0.650  -2.650
N  -1.076  -0.948  -1.467
C  1.266  -1.073  -1.018
C  0.400  1.842  1.931
C  -0.018  -0.747  -0.277
C  1.849  -2.745  0.560
C  0.971  1.245  0.703
C  -0.361  -1.701  0.847
C  1.619  2.290  -0.335
C  0.739  -2.626  1.314
C  -2.283  -0.405  -1.582
C  2.084  -2.036  -0.627
H  3.148  -2.242  -1.154
H  -2.691  -1.358  -3.209
H  1.054  2.498  2.473
H  -1.259  -2.153  0.536
H  -0.710  -1.245  -2.342
H  2.686  -3.351  0.893
H  2.588  2.495  -0.191
H  0.099  1.122  2.588
H  1.147  3.243  -0.208
H  -2.065  0.491  0.086
H  1.487  1.763  -1.310
H  -0.523  2.300  1.644
H  1.297  -0.449  -1.873
H  1.759  0.549  0.803
H  -3.588  0.831  -0.704
H  0.580  -3.217  2.133
H  -4.011  -0.135  -2.677
H  -0.780  -1.066  1.642

Summary:
**HOMO energy**: -0.4467 hartree
**HOMO-LUMO gap**: 9.357 eV
**Charge**: +1
**SMILES**: CC(C)O[C@@]1([NH+]=C(N)N)C=CC=CC1

Löwdin atomic charge list, values in e, 6 entries: -0.12, 0.24, 0.20, 0.18, -0.04, -0.02



--- 2 ---
Molecular formula: C10H18N3O
Method: DFT, ωB97M-V with the def2-TZVPD basis set

Positions of all 32 atoms, in Å:
O  1.790  3.064  0.142
N  0.326  -1.663  -1.736
N  0.622  -0.460  -3.636
N  -1.260  -1.776  -3.516
C  -0.153  -1.290  -2.917
C  -0.619  0.619  2.439
C  1.106  2.276  2.305
C  0.858  2.412  0.905
C  -0.255  1.810  0.374
C  -1.080  1.027  1.206
C  -1.447  -0.331  3.262
C  0.327  1.477  3.075
C  0.402  -3.015  0.256
C  -0.481  -2.610  -0.910
H  -1.503  -2.745  -3.315
H  -0.818  -1.213  3.486
H  0.736  -0.892  -1.230
H  -1.963  0.577  0.773
H  -0.226  -3.552  0.992
H  1.570  -0.281  -3.342
H  0.854  -2.362  1.008
H  1.941  2.848  2.694
H  -2.409  -0.691  2.913
H  -0.584  2.045  -0.631
H  0.661  1.293  4.089
H  0.367  -0.050  -4.504
H  1.907  3.962  0.409
H  -1.336  -1.584  -4.506
H  -1.349  -2.113  -0.472
H  1.168  -3.731  -0.057
H  -0.703  -3.539  -1.426
H  -1.656  0.074  4.253

Summary:
**HOMO energy**: -0.4084 hartree
**HOMO-LUMO gap**: 8.086 eV
**Charge**: +1

Löwdin atomic charge list, values in e, 6 entries: 0.04, 0.10, 0.21, 0.21, -0.42, -0.28



--- 3 ---
Molecular formula: C10H18N3O
Method: DFT, ωB97M-V with the def2-TZVPD basis set

Positions of all 32 atoms, in Å:
O  2.252  -1.777  0.282
N  -0.665  -1.438  -1.680
N  -0.619  -2.678  0.265
N  -1.983  -0.846  0.132
C  0.617  1.184  1.600
C  1.971  -0.453  0.508
C  -3.544  -0.077  -1.684
C  0.210  3.444  0.608
C  -1.095  -1.650  -0.437
C  1.026  2.165  0.706
C  -2.605  0.335  -0.561
C  2.097  1.849  -0.136
C  1.151  -0.112  1.558
C  2.530  0.546  -0.288
H  -0.714  3.241  1.149
H  0.709  4.303  1.035
H  -0.145  1.377  2.345
H  -0.100  3.691  -0.408
H  2.649  2.645  -0.621
H  -1.110  -0.701  -2.202
H  -1.761  0.976  -0.806
H  0.905  -0.821  2.339
H  -3.129  0.770  0.283
H  2.643  -1.829  -0.607
H  -3.189  0.230  -2.664
H  -3.736  -1.142  -1.713
H  -2.509  -1.270  0.881
H  3.338  0.267  -0.955
H  -0.522  -2.508  1.256
H  -4.502  0.423  -1.576
H  0.282  -1.658  -1.949
H  0.054  -3.315  -0.126

Summary:
**HOMO energy**: -0.4254 hartree
**HOMO-LUMO gap**: 8.846 eV
**Charge**: +1

Löwdin atomic charge list, values in e, 6 entries: 0.02, 0.24, 0.21, 0.09, -0.05, -0.35



The structure with the greatest stability is 3.



--- 1 ---
Molecular formula: CH3NOS2
Method: DFT, ωB97M-V with the def2-TZVPD basis set

Positions of all 8 atoms, in Å:
S  2.376  -0.077  -0.781
S  1.675  -1.630  0.281
O  2.526  1.450  1.140
N  0.681  0.185  -1.012
C  0.211  -0.568  0.074
H  -0.180  -0.032  1.015
H  -0.604  -1.141  -0.367
H  0.320  1.199  -0.990

Summary:
**HOMO energy (alpha / beta)**: -0.3270 / -0.3271 hartree
**HOMO-LUMO gap (alpha / beta)**: 7.535 / 7.522 eV

Löwdin atomic charge list, values in e, 6 entries: 0.68, 0.59, -0.50, -0.44, -0.66, 0.12



--- 2 ---
Molecular formula: CH3NOS2
Method: DFT, ωB97M-V with the def2-TZVPD basis set

Positions of all 8 atoms, in Å:
S  0.601  1.501  1.981
S  1.499  0.161  0.369
O  2.912  0.391  -0.599
N  -3.253  -1.921  -0.691
C  -2.608  -1.011  -1.010
H  -1.911  -0.278  -1.409
H  0.354  0.488  2.733
H  2.405  0.669  -1.375

Summary:
**HOMO energy**: -0.3448 hartree
**HOMO-LUMO gap**: 8.055 eV
**SMILES**: C#N.OSS

Löwdin atomic charge list, values in e, 6 entries: 0.30, 0.47, -0.49, 0.04, -0.09, 0.05



The structure with the greatest stability is 2.



--- 1 ---
Molecular formula: CH3NOS2
Method: DFT, ωB97M-V with the def2-TZVPD basis set

Positions of all 8 atoms, in Å:
S  0.648  -1.632  -0.228
S  1.449  0.363  -0.558
O  2.225  1.050  0.501
N  -0.226  0.753  -0.235
C  -0.732  -0.442  0.227
H  -0.806  1.071  -0.994
H  -1.744  -0.656  -0.105
H  -0.814  -0.507  1.393

Summary:
**HOMO energy**: -0.3485 hartree
**HOMO-LUMO gap**: 9.302 eV

Löwdin atomic charge list, values in e, 6 entries: 0.56, 0.68, -0.52, -0.33, -0.65, 0.09



--- 2 ---
Molecular formula: CH3NOS2
Method: DFT, ωB97M-V with the def2-TZVPD basis set

Positions of all 8 atoms, in Å:
S  0.944  1.864  1.301
S  3.549  1.044  0.164
O  0.531  1.482  2.638
N  2.736  1.806  1.233
C  0.231  0.499  0.144
H  1.050  0.294  -0.484
H  0.109  -0.294  0.766
H  -0.625  0.896  -0.269

Summary:
**HOMO energy (alpha / beta)**: -0.3248 / -0.3225 hartree
**HOMO-LUMO gap (alpha / beta)**: 6.917 / 6.893 eV

Löwdin atomic charge list, values in e, 6 entries: 0.78, 0.66, -0.52, -0.75, -0.17, -0.03



The structure with the greatest stability is 1.



--- 1 ---
Molecular formula: C4H8O2S
Method: DFT, ωB97M-V with the def2-TZVPD basis set

Positions of all 15 atoms, in Å:
S  -0.769  -0.007  -2.108
O  -1.027  0.347  1.895
O  2.148  0.833  0.229
C  1.334  -0.291  -0.228
C  -0.231  -0.036  -0.360
C  -0.657  0.916  0.674
C  -0.969  -1.195  -0.897
H  -1.958  -1.621  -0.443
H  2.766  1.053  -0.751
H  0.010  1.766  0.952
H  1.361  -1.420  0.597
H  -1.812  1.006  2.417
H  -0.196  -1.928  -0.981
H  -1.776  1.408  0.237
H  1.774  -0.830  -1.233

Summary:
**HOMO energy**: -0.3235 hartree
**HOMO-LUMO gap**: 9.148 eV

Löwdin atomic charge list, values in e, 6 entries: 0.87, -0.15, -0.16, -0.28, -0.71, -0.32



--- 2 ---
Molecular formula: C4H8O2S
Method: DFT, ωB97M-V with the def2-TZVPD basis set

Positions of all 15 atoms, in Å:
S  -2.736  0.923  -1.307
O  2.863  -0.721  1.424
O  2.379  1.000  0.084
C  2.072  -0.164  0.712
C  0.625  -0.563  0.546
C  -1.598  -0.290  -0.516
C  -0.209  0.319  -0.398
H  -2.008  -0.612  0.439
H  0.589  -1.588  0.168
H  -3.838  0.591  -0.633
H  0.298  0.300  -1.362
H  0.200  -0.630  1.548
H  -1.591  -1.132  -1.201
H  3.234  1.252  0.464
H  -0.280  1.316  0.030

Summary:
**HOMO energy**: -0.3371 hartree
**HOMO-LUMO gap**: 9.859 eV
**SMILES**: O=C(O)CCCS

Löwdin atomic charge list, values in e, 6 entries: 0.69, 0.10, 0.10, -0.52, -0.11, -0.56



The structure with the greatest stability is 2.